(1)
This record from the OMol25 dataset describes 2 unconnected molecules or ions with the total composition C6H15PS at a distorted geometry. The level of theory is ωB97M-V with the def2-TZVPD basis set.

The HOMO-LUMO gap (spin up / spin down) is 8.2 / 6.5 eV. The LUMO energy (spin up / spin down) is -0.54 / -1.39 eV. The calculation puts the energy above the lowest of the compared OMol25 structures with the same formula, charge and spin at 3.441 eV. The charge is 0.

XYZ file:
```
23
Properties=species:S:1:pos:R:3:forces:R:3
C -0.3994 3.5707 0.1553 -2.8855 1.6308 2.2249
C 1.6738 -3.3314 -0.0392 0.5488 -1.9271 -1.0027
C -0.1938 -0.9594 -2.7320 1.5999 -0.7522 0.1288
C -0.7902 2.1514 0.1072 -0.8441 -1.5709 -2.0852
C 0.5285 -2.8798 -0.9185 2.2305 0.3518 -0.8931
C -0.7922 1.4970 1.4812 0.3440 -1.7411 -0.8826
P 0.4397 -1.0818 -0.9845 -0.2413 0.3394 -0.4447
S -1.8900 0.0605 1.4805 0.4412 -0.4779 -0.1509
H -1.3212 4.2418 0.3917 1.4831 -1.0227 -0.2636
H 0.3070 3.7533 0.9348 0.6256 0.1598 0.6118
H -0.0068 3.9256 -0.7185 1.0209 0.8715 -2.4357
H 1.5101 -4.4039 0.1750 0.0443 0.4199 0.3271
H 2.6828 -3.3370 -0.4857 -0.4128 0.6995 0.1937
H 1.5783 -2.7593 0.8456 0.5732 0.3688 1.1870
H -1.1715 -0.5878 -2.6248 -1.3612 0.7499 -0.3580
H -0.2383 -1.9717 -3.2362 0.2542 1.3944 0.3871
H 0.4836 -0.2183 -3.2150 -0.7674 -0.6043 -0.1639
H -0.0278 1.5909 -0.4295 0.1812 0.0161 -0.3220
H -1.7420 1.9858 -0.5997 1.6728 0.2644 2.0952
H -0.2675 -3.2724 -0.4239 -2.9410 -0.8604 1.2651
H 0.5159 -3.3204 -1.9048 0.2383 -0.1050 -0.2981
H 0.2700 1.1725 1.8150 -1.8452 0.9624 -0.3363
H -1.3357 2.1288 2.1384 0.0401 0.8328 1.2162
```
Positions in Å, forces in eV/Å.

(2)
This record from the OMol25 dataset describes 4 unconnected molecules or ions with the total composition C3H14O4 at a distorted geometry. The level of theory is ωB97M-V with the def2-TZVPD basis set.

The HOMO-LUMO gap is 11.1 eV. The LUMO energy is 0.40 eV. The calculation puts the energy above the lowest of the compared OMol25 structures with the same formula, charge and spin at 1.168 eV. The charge is 0.

XYZ file:
```
21
Properties=species:S:1:pos:R:3:forces:R:3
C 2.5826 -0.4597 1.1368 -0.0111 -0.4589 0.8869
C 1.2352 -0.6668 0.4871 -1.1717 0.5178 -0.4945
C 1.0531 0.1414 -0.8278 0.7828 -0.7037 0.6785
O 0.2020 -0.5081 -1.7647 -0.5067 0.2986 0.2014
H 3.4407 -0.6613 0.4912 -0.1472 0.1598 -0.0323
H 2.6862 -1.0801 2.0337 -0.0168 -0.2670 -0.2545
H 2.6299 0.5332 1.5763 0.2446 0.3901 -0.4298
H 0.8964 -1.6788 0.2914 0.7140 -0.5020 -0.1661
H 0.4482 -0.3418 1.1786 0.1778 0.1545 0.0943
H 0.6566 1.1079 -0.5338 -0.2400 0.2764 -0.4613
H 2.0356 0.2910 -1.2829 0.0069 0.1649 0.0260
H 0.7345 -0.9056 -2.4515 0.1979 -0.0455 -0.0909
O -2.1479 2.6664 -1.7126 0.1776 -0.1662 0.2718
H -1.4022 2.1777 -2.0724 0.0588 -0.0394 -0.2919
H -2.1843 2.3220 -0.8129 -0.2359 0.1267 -0.0034
O -1.4911 0.8610 3.2210 0.0108 0.0338 -0.0735
H -1.3061 0.7622 2.2831 0.0806 -0.0382 -0.0496
H -2.4450 0.7617 3.2735 -0.1028 -0.0191 0.1092
O -2.6661 -1.7271 -1.1405 -0.3615 -0.0111 0.1199
H -3.1336 -1.5060 -1.9522 0.0754 0.0105 0.0404
H -1.8249 -2.0893 -1.4215 0.2664 0.1178 -0.0807
```
Positions in Å, forces in eV/Å.

(3)
This record from the OMol25 dataset describes 2 unconnected molecules or ions with the total composition CH2O2P at a distorted geometry. The level of theory is ωB97M-V with the def2-TZVPD basis set.

The HOMO-LUMO gap is 8.1 eV. The LUMO energy is 4.89 eV. The calculation puts the energy above the lowest of the compared OMol25 structures with the same formula, charge and spin at 2.104 eV. The charge is -1.

XYZ file:
```
6
Properties=species:S:1:pos:R:3:forces:R:3
C -0.6903 -0.0100 0.0706 1.6956 -4.4326 -6.0604
O -3.1500 0.6813 0.4662 -1.4251 0.7577 0.3116
O -1.4114 -1.1697 0.4634 0.3753 -0.4384 -0.0342
P -2.4079 -0.1793 -0.5046 0.7008 0.0875 0.0267
H -0.4318 0.5483 0.8406 1.5617 2.7939 3.3170
H 0.4818 -0.4003 -0.8046 -2.9083 1.2320 2.4393
```
Positions in Å, forces in eV/Å.

(4)
This record from the OMol25 dataset describes C2H5N2P in the gas phase at a distorted geometry. The level of theory is ωB97M-V with the def2-TZVPD basis set.

The HOMO-LUMO gap (spin up / spin down) is 8.1 / 8.1 eV. The LUMO energy (spin up / spin down) is -0.02 / -0.01 eV. The calculation puts the energy above the lowest of the compared OMol25 structures with the same formula, charge and spin at 1.050 eV. The charge is 0.

XYZ file:
```
10
Properties=species:S:1:pos:R:3:forces:R:3
C -0.9245 0.2049 0.7364 0.0217 -0.1316 -1.5355
C 0.2314 0.1390 -0.2524 1.5120 -1.8884 0.6462
N -0.2978 0.0967 -1.6134 -0.8351 -0.6865 -1.7574
P -1.6788 0.9816 -1.6974 -1.2322 0.5804 6.1326
N -1.8885 1.0668 0.1273 -0.9827 1.2302 -6.2741
H -1.4000 -0.7610 0.6968 -0.1882 -0.8963 0.8892
H -0.7467 0.5930 1.7461 0.5805 -0.5087 -0.2624
H 0.7367 1.0701 -0.1755 1.0538 0.7983 0.1777
H 0.9098 -0.7388 -0.1103 -0.3310 0.8464 0.1050
H -0.0668 -0.4851 -2.4561 0.4011 0.6561 1.8787
```
Positions in Å, forces in eV/Å.